The following is a quantum chemistry calculation of a molecular structure, C8H14BiN2P, from the Open Molecules 2025 dataset.

Last column: Mulliken charge in e.
CARTESIAN COORDINATES (ANGSTROEM)
1 C 3.169 -0.143 -1.052  -0.667
2 C 3.903 -1.347 -0.686  -0.521
3 C 3.219 -2.477 -1.295  -0.415
4 C 2.012 -1.982 -1.928  -0.563
5 C 2.019 -0.528 -1.787  -0.401
6 Bi 1.748 -1.589 0.392  0.302
7 P 1.477 1.407 1.223  -0.173
8 H 3.461 0.893 -0.868  0.608
9 H 4.909 -1.373 -0.256  0.412
10 H 3.659 -3.462 -1.440  0.418
11 H 1.296 0.144 -2.253  0.367
12 H 1.369 -2.587 -2.563  0.446
13 H 0.907 2.200 0.179  0.062
14 H 2.556 2.276 1.496  0.065
15 H 0.608 1.861 2.248  0.051
16 C -4.097 -0.288 0.253  -0.822
17 N -2.984 0.522 0.738  0.020
18 C -3.324 1.778 1.425  -0.783
19 C -1.750 0.134 0.556  0.129
20 N -0.658 -0.274 0.423  -0.354
21 H -5.017 0.190 0.574  0.281
22 H -4.074 -1.298 0.663  0.324
23 H -4.101 -0.343 -0.835  0.317
24 H -2.903 1.826 2.433  0.311
25 H -2.997 2.649 0.852  0.302
26 H -4.408 1.810 1.508  0.284

Total energy (eV): -26624.633
Total charge: 0
LUMO (alpha / beta) (eV): 0.447 / 0.434
Energy above the lowest of the compared OMol25 structures with the same formula, charge and spin (eV): 0.481
Multiplicity: 1
HOMO (alpha / beta) (eV): -4.009 / -3.842

***

The following is a quantum chemistry calculation of a molecular structure, C8H14Br3INO2, from the Open Molecules 2025 dataset.

Last column: Mulliken charge in e.
CARTESIAN COORDINATES (ANGSTROEM)
1 C -1.032 -0.983 -1.151  -0.720
2 C -1.551 -0.247 0.185  0.654
3 C -3.186 -0.284 0.202  -1.343
4 C -1.147 1.300 0.291  -0.531
5 C 0.419 1.607 0.132  -0.749
6 N 1.318 0.753 0.960  -0.143
7 C 0.903 0.666 2.383  -0.460
8 I 0.460 2.591 3.334  -0.023
9 C 2.186 0.039 3.183  0.522
10 O 2.849 -0.929 2.651  -0.667
11 O 2.542 0.547 4.420  -0.730
12 H 0.093 -0.769 -1.246  -0.094
13 H -1.221 -2.109 -0.990  0.292
14 H -1.642 -0.631 -2.052  0.262
15 H -1.230 -0.893 1.071  0.149
16 H -3.576 0.551 -0.481  0.306
17 H -3.473 0.042 1.276  0.336
18 H -3.587 -1.322 -0.049  0.344
19 H -1.675 1.832 -0.595  0.367
20 H -1.599 1.797 1.234  0.223
21 H 0.692 1.423 -0.979  0.159
22 H 0.562 2.742 0.296  0.373
23 H 2.262 1.193 0.955  0.298
24 H 0.035 -0.046 2.584  0.201
25 C 2.190 -1.771 -3.624  -0.328
26 Br 3.389 -1.916 -2.106  0.016
27 Br 1.037 -3.323 -3.785  -0.043
28 Br 1.173 -0.120 -3.580  -0.014
29 H 2.810 -1.740 -4.518  0.342

Total energy (eV): -232335.680
Total charge: -1
LUMO (eV): 1.817
Multiplicity: 1
HOMO (eV): -4.053

***

The following is a quantum chemistry calculation of a molecular structure, C8H14Br4Cl6O2Sr4, from the Open Molecules 2025 dataset.

Last column: Mulliken charge in e.
CARTESIAN COORDINATES (ANGSTROEM)
1 Sr -4.780 -5.099 0.431  1.340
2 Sr 0.936 -6.459 1.435  1.481
3 Sr -2.270 -5.078 5.708  1.575
4 Sr -1.960 -6.962 -3.598  1.532
5 O -1.426 -3.565 1.539  -0.701
6 C -0.819 -2.544 0.786  -0.500
7 C -0.782 -2.771 -0.855  -0.094
8 O -0.199 -3.996 -1.305  -0.622
9 H 0.230 -2.488 1.077  0.210
10 H -1.291 -1.576 0.957  0.295
11 H -0.329 -1.889 -1.307  0.281
12 H -1.830 -2.755 -1.157  0.088
13 Br 3.430 3.660 2.658  0.161
14 C 1.953 4.124 1.384  -0.616
15 C 0.982 2.899 1.195  -0.530
16 Br 0.121 2.611 2.965  0.015
17 H 2.403 4.365 0.421  0.388
18 H 1.541 5.008 1.872  0.409
19 H 1.536 2.008 0.899  0.350
20 H 0.241 2.906 0.396  0.417
21 Br 2.638 0.416 -6.481  0.016
22 C 1.738 2.135 -6.116  -0.544
23 C 1.815 2.288 -4.602  -0.611
24 Br 0.695 3.871 -4.076  0.014
25 H 0.728 2.039 -6.514  0.400
26 H 2.260 2.868 -6.731  0.415
27 H 2.859 2.483 -4.357  0.432
28 H 1.483 1.413 -4.044  0.391
29 C 3.985 -1.971 7.210  0.027
30 Cl 3.561 -0.497 8.045  -0.066
31 Cl 5.684 -2.045 6.842  -0.063
32 Cl 3.045 -2.132 5.725  -0.174
33 H 3.724 -2.841 7.813  0.284
34 C -6.449 1.827 -1.622  0.041
35 Cl -7.520 2.991 -0.879  -0.049
36 Cl -5.087 1.427 -0.502  -0.151
37 Cl -5.873 2.391 -3.245  -0.109
38 H -6.974 0.938 -1.969  0.270

Total energy (eV): -371182.962
Total charge: +6
LUMO (eV): -18.050
Multiplicity: 1
HOMO (eV): -19.532

***

The following is a quantum chemistry calculation of a gas-phase ion, C8H14BrN5 (charge +2), from the Open Molecules 2025 dataset.

Last column: Mulliken spin population.
CARTESIAN COORDINATES (ANGSTROEM)
1 C -1.637 1.800 -1.894  0.076
2 C -0.508 1.033 -2.205  0.198
3 C -0.076 0.018 -1.212  0.330
4 C -0.393 0.329 0.110  0.546
5 C -2.137 1.836 -0.600  0.038
6 C 0.093 -0.245 1.400  0.044
7 C 1.103 -2.160 -0.973  -0.008
8 C 1.599 -0.073 3.299  0.001
9 N -1.515 1.185 0.363  0.194
10 N 0.145 1.070 -3.344  0.210
11 N -0.658 -1.069 2.041  0.001
12 N 0.682 -0.974 -1.689  0.301
13 N 1.238 0.187 1.954  0.033
14 Br -3.743 2.823 -0.040  0.013
15 H -2.102 2.222 -2.757  0.011
16 H 0.513 -2.956 -1.408  0.015
17 H 2.222 -2.303 -1.389  0.019
18 H 0.927 -2.206 0.077  0.000
19 H 2.364 0.512 3.813  0.000
20 H 1.855 -1.100 3.403  0.002
21 H 0.688 0.000 3.864  0.002
22 H -1.827 1.276 1.297  -0.019
23 H -0.116 1.730 -4.132  -0.008
24 H 1.033 0.588 -3.270  -0.002
25 H -1.407 -1.541 1.521  -0.006
26 H -0.458 -1.491 3.008  0.004
27 H 0.265 -1.242 -2.622  0.004
28 H 1.848 0.751 1.386  0.001

Total energy (eV): -85996.684
Total charge: +2
LUMO (alpha / beta) (eV): -6.929 / -9.993
<S²>: 2.01
Multiplicity: 3
HOMO (alpha / beta) (eV): -12.990 / -16.030

***

The following is a quantum chemistry calculation of C8H14BrOP in the gas phase, from the Open Molecules 2025 dataset.

Last column: Mulliken charge in e.
CARTESIAN COORDINATES (ANGSTROEM)
1 C 0.426 -0.303 -0.704  0.245
2 C -0.760 -1.080 -0.808  0.026
3 C 0.035 -2.048 1.934  -0.650
4 C -1.321 1.300 0.120  -1.678
5 C -0.103 1.955 -2.031  -1.659
6 C 0.964 1.915 0.315  -1.808
7 C -0.572 -2.781 0.761  -0.323
8 C -0.005 1.222 -0.661  1.238
9 O -1.385 -1.980 -0.224  -0.280
10 P 2.300 -0.376 -1.050  0.013
11 Br 2.457 -2.530 -1.282  -0.272
12 H 0.483 -1.218 1.572  0.084
13 H -0.577 -1.618 2.750  0.303
14 H 0.721 -2.731 2.531  0.314
15 H -1.484 2.343 0.098  0.638
16 H -2.015 0.663 -0.455  0.486
17 H -1.144 1.035 1.251  0.238
18 H -0.603 2.906 -2.007  0.408
19 H -0.735 1.386 -2.629  0.474
20 H 0.965 2.272 -2.438  0.290
21 H 2.099 2.076 0.060  0.342
22 H 0.978 1.324 1.128  0.578
23 H 0.460 2.961 0.463  0.367
24 H -1.379 -3.425 0.998  0.378
25 H 0.194 -3.267 0.307  0.246

Total energy (eV): -89896.176
Total charge: 0
LUMO (alpha / beta) (eV): -0.220 / -0.689
Energy above the lowest of the compared OMol25 structures with the same formula, charge and spin (eV): 6.441
Multiplicity: 1
HOMO (alpha / beta) (eV): -7.177 / -7.126

***

The following is a quantum chemistry calculation of a molecular structure, C8H14CdN4O5S4, from the Open Molecules 2025 dataset.

Last column: Mulliken charge in e.
CARTESIAN COORDINATES (ANGSTROEM)
1 Cd 0.802 0.255 -1.085  1.088
2 O 1.201 -1.217 1.938  -0.584
3 C 0.335 -2.317 1.741  -0.973
4 C -0.845 -2.023 0.827  -0.734
5 N -0.532 -1.724 -0.574  0.834
6 C 0.233 -2.782 -1.220  -0.835
7 C 1.741 -2.718 -0.888  0.655
8 O 2.376 -3.769 -0.964  -0.759
9 O 2.192 -1.566 -0.568  -0.844
10 C -1.761 -1.350 -1.269  -0.706
11 C -2.294 0.009 -0.770  0.409
12 O -3.508 0.179 -0.747  -0.760
13 O -1.386 0.844 -0.423  -0.679
14 H 1.790 -1.204 1.156  0.475
15 H -0.089 -2.577 2.715  0.479
16 H 0.895 -3.190 1.391  0.324
17 H -1.396 -1.178 1.241  0.465
18 H -1.513 -2.904 0.866  0.141
19 H 0.153 -2.654 -2.302  0.398
20 H -0.140 -3.783 -0.971  0.230
21 H -2.551 -2.103 -1.151  0.238
22 H -1.537 -1.239 -2.333  0.378
23 N -0.728 0.748 3.266  -0.921
24 N -0.729 1.614 2.161  0.323
25 C -0.357 2.890 2.224  0.440
26 N -0.485 3.577 1.065  -0.366
27 S 0.179 3.632 3.651  -0.553
28 H 0.147 0.227 3.223  0.212
29 H -0.676 1.357 4.080  0.242
30 H -1.145 1.262 1.295  0.275
31 H -0.544 3.056 0.197  0.148
32 H 0.008 4.451 1.028  0.243
33 S 2.042 3.429 -4.195  -0.421
34 C 1.604 2.256 -3.092  0.087
35 S 1.840 2.515 -1.374  -0.455
36 S 0.915 0.735 -3.587  -0.492

Total energy (eV): -72631.606
Total charge: -2
LUMO (eV): 4.641
Energy above the lowest of the compared OMol25 structures with the same formula, charge and spin (eV): 0.000
Multiplicity: 1
HOMO (eV): -1.811

***

The following is a quantum chemistry calculation of 5 unconnected molecules or ions with the total composition C8H14Cl12, from the Open Molecules 2025 dataset.

Last column: Mulliken charge in e.
CARTESIAN COORDINATES (ANGSTROEM)
1 Cl -0.704 3.627 4.463  -0.133
2 C 0.699 3.370 3.376  0.742
3 Cl 2.047 2.706 4.308  -0.125
4 Cl 1.110 4.916 2.622  -0.124
5 H 0.457 2.685 2.577  -0.381
6 Cl 0.431 0.508 0.537  -0.093
7 C -0.891 -0.363 1.283  0.274
8 Cl -2.363 -0.117 0.288  -0.113
9 Cl -1.089 0.168 2.963  -0.099
10 H -0.699 -1.428 1.289  0.066
11 Cl -0.400 -4.988 1.762  -0.181
12 C 0.614 -5.281 0.329  -0.494
13 C 0.019 -4.721 -0.944  -0.495
14 Cl 0.008 -2.947 -0.939  -0.137
15 H 0.842 -6.341 0.253  0.357
16 H 1.557 -4.767 0.523  0.286
17 H -0.996 -5.101 -1.060  0.341
18 H 0.594 -5.018 -1.817  0.303
19 Cl 4.199 -1.617 -0.886  -0.188
20 C 2.923 -0.773 -1.785  0.047
21 C 3.372 -0.377 -3.176  -0.385
22 Cl 3.822 -1.804 -4.144  -0.191
23 H 2.622 0.063 -1.159  0.051
24 H 2.062 -1.439 -1.794  0.022
25 H 4.205 0.317 -3.067  0.323
26 H 2.593 0.146 -3.725  0.313
27 Cl -3.420 4.950 -1.850  -0.183
28 C -3.800 3.502 -0.902  -0.410
29 C -3.199 3.526 0.491  -0.437
30 Cl -1.410 3.570 0.361  -0.139
31 H -3.386 2.638 -1.423  0.230
32 H -4.881 3.370 -0.879  0.366
33 H -3.407 2.628 1.065  0.225
34 H -3.530 4.392 1.061  0.363

Total energy (eV): -158792.800
Total charge: 0
SMILES string: ClC(Cl)Cl.ClC(Cl)Cl.ClCCCl.ClCCCl.ClCCCl
LUMO (eV): 0.346
Energy above the lowest of the compared OMol25 structures with the same formula, charge and spin (eV): 0.000
Multiplicity: 1
HOMO (eV): -10.726

***

The following is a quantum chemistry calculation of a molecular structure, C8H14ClF6MnOY, from the Open Molecules 2025 dataset.

Last column: Mulliken spin population.
CARTESIAN COORDINATES (ANGSTROEM)
1 Y -0.250 -0.564 -0.265  0.003
2 Cl -1.666 -1.193 -2.447  0.086
3 C 1.380 -2.159 -0.444  0.008
4 H 2.060 -2.171 0.421  -0.001
5 H 1.960 -1.811 -1.317  -0.001
6 H 1.031 -3.183 -0.649  0.000
7 Mn -0.405 0.625 -2.916  3.545
8 C -1.467 2.130 -2.669  -0.216
9 C 0.066 0.455 -4.703  -0.269
10 C 1.028 0.898 -1.791  -0.374
11 H 1.146 0.671 -4.731  0.025
12 H -0.194 -0.561 -5.044  0.021
13 H -0.557 1.245 -5.155  0.041
14 H -0.822 2.843 -2.136  0.025
15 H -1.646 2.401 -3.722  0.037
16 H -2.382 1.852 -2.123  0.021
17 H 1.838 0.697 -2.549  0.008
18 H 1.018 2.026 -1.736  0.036
19 C 0.782 -1.422 3.124  0.001
20 C -0.003 -0.178 2.768  0.002
21 O 0.319 0.383 1.539  0.004
22 C -1.533 -0.524 2.711  -0.001
23 F -2.012 -1.249 3.732  0.000
24 F -2.324 0.548 2.495  0.000
25 F -1.740 -1.350 1.536  -0.001
26 C 0.277 0.934 3.859  0.001
27 F 0.085 0.448 5.124  0.000
28 F 1.572 1.336 3.772  0.000
29 F -0.508 2.022 3.720  0.000
30 H 0.633 -2.198 2.360  0.000
31 H 0.467 -1.786 4.109  0.000
32 H 1.847 -1.166 3.124  0.000

Total energy (eV): -71759.448
Total charge: 0
LUMO (alpha / beta) (eV): -1.074 / -0.108
Energy above the lowest of the compared OMol25 structures with the same formula, charge and spin (eV): 0.029
<S²>: 4.04
Multiplicity: 4
HOMO (alpha / beta) (eV): -8.709 / -8.780

***

The following is a quantum chemistry calculation of a molecular structure, C8H14ClGdNO3, from the Open Molecules 2025 dataset.

Last column: Mulliken spin population.
CARTESIAN COORDINATES (ANGSTROEM)
1 C 1.319 1.638 2.045  0.000
2 O 0.552 0.487 1.676  0.010
3 C 0.777 0.080 0.349  0.042
4 C 0.639 -1.458 0.305  -0.085
5 C 1.859 -2.165 -0.200  0.306
6 O 2.796 -1.664 -0.803  0.070
7 Cl 1.957 -3.876 0.091  -0.028
8 C -0.015 0.882 -0.698  -0.015
9 N 0.795 1.028 -1.938  0.017
10 C -1.420 0.394 -1.100  0.074
11 C -2.418 0.587 0.113  0.001
12 C -3.368 -0.625 0.346  -0.009
13 O -2.150 -0.227 1.234  0.819
14 H 0.902 2.568 1.641  0.000
15 H 2.387 1.541 1.821  0.001
16 H 1.232 1.729 3.130  0.000
17 H 1.841 0.293 0.155  0.004
18 H 0.498 -1.802 1.341  0.001
19 H -0.213 -1.859 -0.259  0.005
20 H -0.147 1.899 -0.297  0.003
21 H 1.571 1.661 -1.753  0.000
22 H 0.206 1.558 -2.580  -0.004
23 H -1.837 1.107 -1.817  -0.008
24 H -1.510 -0.644 -1.417  0.011
25 H -2.836 1.577 0.280  0.037
26 H -4.015 -0.678 1.231  0.026
27 H -2.904 -1.571 0.042  0.024
28 Gd 3.501 -2.461 -2.936  5.699

Total energy (eV): -49477.543
Total charge: +3
LUMO (alpha / beta) (eV): -12.498 / -13.963
<S²>: 16.78
Multiplicity: 8
HOMO (alpha / beta) (eV): -19.021 / -18.961

***

Question: Number 3 is which compound?
Answer: C8H14Br4Cl6O2Sr4

***

Please write out number 8 again, unchanged.
The following is a quantum chemistry calculation of a molecular structure, C8H14ClF6MnOY, from the Open Molecules 2025 dataset.

Last column: Mulliken spin population.
CARTESIAN COORDINATES (ANGSTROEM)
1 Y -0.250 -0.564 -0.265  0.003
2 Cl -1.666 -1.193 -2.447  0.086
3 C 1.380 -2.159 -0.444  0.008
4 H 2.060 -2.171 0.421  -0.001
5 H 1.960 -1.811 -1.317  -0.001
6 H 1.031 -3.183 -0.649  0.000
7 Mn -0.405 0.625 -2.916  3.545
8 C -1.467 2.130 -2.669  -0.216
9 C 0.066 0.455 -4.703  -0.269
10 C 1.028 0.898 -1.791  -0.374
11 H 1.146 0.671 -4.731  0.025
12 H -0.194 -0.561 -5.044  0.021
13 H -0.557 1.245 -5.155  0.041
14 H -0.822 2.843 -2.136  0.025
15 H -1.646 2.401 -3.722  0.037
16 H -2.382 1.852 -2.123  0.021
17 H 1.838 0.697 -2.549  0.008
18 H 1.018 2.026 -1.736  0.036
19 C 0.782 -1.422 3.124  0.001
20 C -0.003 -0.178 2.768  0.002
21 O 0.319 0.383 1.539  0.004
22 C -1.533 -0.524 2.711  -0.001
23 F -2.012 -1.249 3.732  0.000
24 F -2.324 0.548 2.495  0.000
25 F -1.740 -1.350 1.536  -0.001
26 C 0.277 0.934 3.859  0.001
27 F 0.085 0.448 5.124  0.000
28 F 1.572 1.336 3.772  0.000
29 F -0.508 2.022 3.720  0.000
30 H 0.633 -2.198 2.360  0.000
31 H 0.467 -1.786 4.109  0.000
32 H 1.847 -1.166 3.124  0.000

Total energy (eV): -71759.448
Total charge: 0
LUMO (alpha / beta) (eV): -1.074 / -0.108
Energy above the lowest of the compared OMol25 structures with the same formula, charge and spin (eV): 0.029
<S²>: 4.04
Multiplicity: 4
HOMO (alpha / beta) (eV): -8.709 / -8.780

***

Question: Number 6 is which compound?
Answer: C8H14CdN4O5S4

***

Question: Which of these has the highest total energy?
Answer: C8H14BiN2P